1.
Here is a 14-piece molecular cluster, C5H36NO15 overall at a distorted geometry from the Open Molecules 2025 dataset. Energies are from ωB97M-V with the def2-TZVPD basis set.

Geometry as XYZ:
```
57
C5H36NO15 | the Open Molecules 2025 dataset | ωB97M-V with the def2-TZVPD basis set
C 1.97972 -1.33790 1.98425
O 1.92555 3.81086 0.80925
O -0.90103 -2.26714 -0.09118
H 0.10590 -1.97745 -2.14400
H 1.62413 0.52039 -0.08010
H -1.24941 0.13994 -0.09653
O 1.88640 2.12964 -3.72009
H 1.68738 -0.17524 -3.06196
H -2.83275 -0.54736 2.68315
O -3.73099 3.24589 0.25730
O -2.90003 -1.46233 2.99322
H 1.65549 3.03748 0.28883
H -2.37820 0.43792 -1.08710
H -2.86684 3.63754 0.50064
C 0.00688 -2.59450 0.99653
O 4.90883 -1.22498 1.51913
O 1.87286 1.13433 3.74338
H 0.77955 -2.97114 0.36371
H -1.36169 1.50426 -2.38006
C 4.08534 -0.57421 0.92884
H -0.70438 -0.77104 -2.31658
C 2.73066 -1.17683 0.61097
O 1.96261 -0.81647 -3.73676
H 2.71286 -2.18215 0.21011
H 1.05442 4.00998 1.19316
H -2.76242 -3.66459 -1.52918
H -3.46276 -1.78430 2.27599
O -2.20562 0.20447 -0.16655
O 0.02257 2.17181 -0.10210
H -1.35240 -3.83663 -1.04468
H 2.66133 1.39822 4.21344
C 0.48862 -1.29680 1.73189
H 2.05961 -2.30715 2.50375
H 1.67169 1.68820 2.98540
H 0.99049 2.42194 -3.49221
O -2.00862 -4.24597 -1.64614
H -4.24037 -1.46551 -0.01152
N 2.06202 -0.35860 -0.36887
H 1.46476 -0.76770 -1.05718
H 2.25073 -0.49661 2.63146
H -3.44042 2.31011 0.30662
H -0.94344 3.45685 0.05766
H 2.33496 2.84148 -3.23890
H 0.11339 2.82137 -0.81223
O -0.65846 0.89321 -2.11169
O -4.27872 -2.37717 0.29770
O -1.08697 4.45296 0.14827
H -0.61040 5.04503 -0.42784
H -0.49084 -3.33061 1.65032
H 4.19120 0.46146 0.57085
H -3.44383 -2.84931 0.28120
H -1.61000 -1.62674 0.02923
O -0.70025 -1.71598 -2.61496
H 0.12520 -0.45310 1.14365
H -0.25468 1.33757 -1.19877
H 1.10930 -1.15726 -4.03351
H -0.04894 -1.30018 2.66077
```

As for the orbital gap: 8.972 eV. The multiplicity is 1. For the total energy, the calculation gives -37972.4519 eV. Its total charge is -1. Its energy above the lowest of the compared OMol25 structures with the same formula, charge and spin is 106.0 kcal per mole.

=====

2.
Here is one molecule with the formula C3H7N3O2 at a distorted geometry from the Open Molecules 2025 dataset. Energies are from ωB97M-V with the def2-TZVPD basis set.

Geometry as XYZ:
```
15
C3H7N3O2 | the Open Molecules 2025 dataset | ωB97M-V with the def2-TZVPD basis set
H -0.95084 -1.77003 -0.78617
H 0.71077 -1.15526 1.29916
C -1.58067 -0.99873 -0.41839
H -1.21193 2.04156 -0.67451
C -1.59471 1.39062 0.14350
H 2.91859 -1.59072 0.44526
H 2.24339 0.68932 -1.01640
H -1.29563 1.84017 1.14210
N -0.94256 0.12780 -0.06224
O 3.04251 0.11271 -0.70293
N 0.42955 0.26656 -0.19070
H -2.67447 1.34450 0.13063
N 2.50331 -0.60257 0.38427
C 1.15649 -0.53721 0.50888
O -2.75381 -1.15872 -0.20247
```

As for the orbital gap: 9.471 eV. The multiplicity is 1. For the total energy, the calculation gives -11786.6990 eV. Its energy above the lowest of the compared OMol25 structures with the same formula, charge and spin is 106.4 kcal per mole.

=====

3.
Here is one molecule with the formula C5H4O at a distorted geometry from the Open Molecules 2025 dataset. Energies are from ωB97M-V with the def2-TZVPD basis set.

Geometry as XYZ:
```
10
C5H4O | the Open Molecules 2025 dataset | ωB97M-V with the def2-TZVPD basis set
H -2.21430 0.85734 -0.80471
H -1.62140 -0.51007 1.07724
H 3.22122 0.98312 1.67297
C -1.45088 -0.71125 0.00582
C 2.89639 0.85439 0.67172
C 2.26202 0.61859 -0.32770
C 0.99992 0.12373 -0.60595
O -2.41865 -0.08708 -0.80771
H -1.54752 -1.78982 -0.13641
C -0.09923 -0.29573 -0.34429
```

As for the orbital gap: 10.035 eV. The multiplicity is 1. For the total energy, the calculation gives -7292.2195 eV. Its energy above the lowest of the compared OMol25 structures with the same formula, charge and spin is 80.5 kcal per mole.

=====

4.
Here is one molecule with the formula C6H7N3O6 at a distorted geometry from the Open Molecules 2025 dataset. Energies are from ωB97M-V with the def2-TZVPD basis set.

Geometry as XYZ:
```
22
C6H7N3O6 | the Open Molecules 2025 dataset | ωB97M-V with the def2-TZVPD basis set
H -0.59147 -3.50913 2.01092
O -1.07353 -0.74960 -1.70190
H -0.34968 0.28830 3.73451
H -0.04977 2.30267 -1.99047
N -0.45340 -2.53459 2.10023
C 0.80054 1.72863 -1.61428
C -0.53752 -2.00252 0.77811
C -0.44802 0.19510 1.83111
C -0.50186 -1.81674 3.25501
O -0.56555 -2.20306 4.36882
O -0.35410 -2.69381 -0.21333
O 1.69975 -0.03781 -0.51698
H 1.89678 2.10222 -1.77768
H -2.63960 0.62747 -0.53310
H -0.26430 -1.21578 -1.97267
O -0.20133 1.38582 1.75379
N -0.76014 -0.66026 0.71817
C 0.61661 0.68155 -0.87147
H 2.55472 0.34804 -0.64594
O -1.73651 1.02841 -0.59929
C -0.75476 0.01840 -0.61004
N -0.53002 -0.40557 3.03846
```

As for the orbital gap: 9.735 eV. The multiplicity is 1. For the total energy, the calculation gives -23091.2572 eV. Its energy above the lowest of the compared OMol25 structures with the same formula, charge and spin is 32.1 kcal per mole.

=====

5.
Here is one molecule with the formula C2H2N4O2 at a distorted geometry from the Open Molecules 2025 dataset. Energies are from ωB97M-V with the def2-TZVPD basis set.

Geometry as XYZ:
```
10
C2H2N4O2 | the Open Molecules 2025 dataset | ωB97M-V with the def2-TZVPD basis set
H 2.25869 0.73841 1.76647
O -1.84109 -1.02348 0.17197
N -0.81201 -0.18341 -1.73194
H -0.09880 -1.27459 1.76468
C -0.81546 -0.49832 -0.30458
N -0.01229 0.73638 -1.91978
N 1.93411 -0.28720 2.02370
C 0.70891 -0.40186 1.52969
O 0.69921 1.16615 -0.51746
N -0.02202 0.41935 0.46833
```

As for the orbital gap: 9.041 eV. The multiplicity is 1. For the total energy, the calculation gives -12155.9964 eV. Its energy above the lowest of the compared OMol25 structures with the same formula, charge and spin is 155.7 kcal per mole.

=====

6.
Here is one molecule with the formula C20H29ClN2O4S at a distorted geometry from the Open Molecules 2025 dataset. Energies are from ωB97M-V with the def2-TZVPD basis set.

Geometry as XYZ:
```
57
C20H29ClN2O4S | the Open Molecules 2025 dataset | ωB97M-V with the def2-TZVPD basis set
C -0.45073 -1.81623 0.56328
O 0.76346 3.55893 -0.08990
H -1.29047 -1.98842 1.23782
H -0.04692 -0.82319 0.76420
H -4.11177 -2.45362 1.66886
C -5.75974 0.37558 0.49087
H 1.69966 5.64705 -2.56228
H -0.07388 -2.00332 -2.87258
H -0.20733 4.95720 -1.12089
H -5.36317 -0.39189 2.46669
C 1.87683 5.07289 -1.65708
H -3.27271 -0.91330 1.53954
C 2.00612 1.75032 -1.15993
H -4.89196 2.16411 -0.30850
C 0.27231 -1.83079 -1.85160
C 2.56185 0.48911 -1.02942
O -1.22136 0.41944 -1.53619
C 2.50987 -0.16762 0.18225
Cl 0.65363 2.45575 2.51614
C 0.62176 -2.87490 0.83311
C -0.92696 -1.85823 -0.89625
H -4.63994 0.29742 -1.97718
H 1.94873 -0.07929 2.23830
H 0.90984 -3.89051 -1.66225
H -3.18021 1.26418 -1.66581
H -4.80066 -1.82907 -0.88345
C 0.62598 4.27350 -1.30559
H -6.24221 -1.49549 1.41900
C 1.31400 -2.88628 -1.48460
C -4.55214 1.17124 -0.00702
C 1.39176 1.69371 1.16093
H 1.05135 -2.75121 1.82753
O 3.33897 -2.17011 1.66345
C -5.42154 -0.77525 1.44611
S 3.03213 -1.88013 0.29409
H 3.04432 0.00609 -1.86448
C -3.87701 0.54621 -1.22958
H 2.73185 4.42038 -1.81477
H -1.49273 -2.77545 -1.07516
H -6.29930 -0.01051 -0.37718
H 0.17835 -3.87595 0.76513
H 2.21949 -2.76614 -2.07942
H -3.82240 1.30413 0.79159
C -4.10572 -1.49642 1.14400
O 4.02256 -2.12095 -0.71320
H -6.44316 1.05074 1.00945
C -1.76768 -0.60384 -1.15296
C -3.84914 -1.73660 -0.35192
C 1.38387 2.36605 -0.07495
H 2.03916 2.23707 -2.12027
H -3.30825 -2.67223 -0.48344
C 1.94641 0.43678 1.29149
H 0.34278 3.59197 -2.11505
N -3.10438 -0.65029 -0.94679
H 2.11485 5.75749 -0.84686
H 0.71375 -0.83552 -1.81207
N 1.71435 -2.81304 -0.10201
```

As for the orbital gap: 9.283 eV. The multiplicity is 1. For the total energy, the calculation gives -55738.8459 eV. Its energy above the lowest of the compared OMol25 structures with the same formula, charge and spin is 4.1 kcal per mole.

=====

7.
Here is C22H28N3O3PRhS3 as an isolated structure at a distorted geometry from the Open Molecules 2025 dataset. Energies are from ωB97M-V with the def2-TZVPD basis set.

Geometry as XYZ:
```
61
C22H28N3O3PRhS3 | the Open Molecules 2025 dataset | ωB97M-V with the def2-TZVPD basis set
Rh 0.51994 0.44703 0.47157
C 0.41644 2.75523 3.84567
C 3.21534 -0.27507 1.72477
H 2.87794 -0.39197 -5.09403
H 4.69714 -2.53057 -0.37553
O -2.04396 -3.85387 -0.66223
H -3.76366 -5.08177 -2.24893
H 6.47164 -2.40097 1.35747
H -4.65946 -3.93417 -1.17383
H 0.65384 -1.36157 -4.57013
C 4.57134 -1.88267 0.48787
P -1.42076 -2.64547 0.48237
S -0.36716 1.98303 -1.06443
H -2.01996 -3.33277 -2.65353
H -4.48476 -3.57357 -2.93693
C -0.77976 3.46813 3.87857
C -1.36786 2.43513 1.81847
H -0.99466 4.14173 4.70307
C -3.63806 -1.26727 0.78817
C 1.00614 -0.48447 -4.03293
C -1.69216 3.30613 2.84447
C 5.56554 -1.80937 1.45967
H 1.79294 0.44703 -0.63203
H -1.46326 2.99233 -2.96613
H -2.93916 -0.53017 0.32387
S -0.39226 -1.13247 1.99907
C -3.98026 -4.01097 -2.04993
C 5.39554 -0.97607 2.56297
C 1.91064 1.75853 -2.64063
N -0.21616 1.73273 1.76287
H 2.63494 -1.18197 -0.13953
H -2.63336 3.84463 2.83657
H 2.28244 2.62523 -2.10013
N 2.00744 0.45263 1.76947
H 3.68694 1.59853 -3.85393
H -4.41336 -1.54497 0.04757
C -4.29966 -0.56557 1.96257
C 4.22904 -0.21487 2.69387
N 1.88934 1.18753 2.77007
H 6.16944 -0.91617 3.32377
H -2.95086 -2.19377 -1.62443
H -5.03666 -1.24547 2.44037
H -3.53676 -0.26997 2.70727
H -4.82906 0.34363 1.60377
H 4.12014 0.42733 3.56327
H -0.14646 4.02593 -2.32613
C -2.68746 -3.26047 -1.76863
O -2.99556 -2.43657 1.25487
S -0.39366 -1.13487 -1.05823
O -1.52396 1.05203 -0.84473
C 0.65194 1.22063 -2.34803
C 0.20684 0.09213 -3.04423
H 1.14634 2.86323 4.64047
H -1.70326 3.92663 -1.46773
C 3.40804 -1.12027 0.62337
C -0.97686 3.36683 -2.06193
H -0.76386 -0.34477 -2.81863
C 2.25534 0.06043 -4.32603
C 0.66924 1.89813 2.77867
C 2.70894 1.17993 -3.62953
H -2.04676 2.27263 0.98607
```

The expectation value of S² is 8.797. As for the orbital gap (spin up / spin down): 5.825 / 5.665 eV. The multiplicity is 6. For the total energy, the calculation gives -78675.0442 eV. Its energy above the lowest of the compared OMol25 structures with the same formula, charge and spin is 17.4 kcal per mole.

=====

8.
Here is a 2-piece molecular cluster, C14H16O overall at a distorted geometry from the Open Molecules 2025 dataset. Energies are from ωB97M-V with the def2-TZVPD basis set.

Geometry as XYZ:
```
31
C14H16O | the Open Molecules 2025 dataset | ωB97M-V with the def2-TZVPD basis set
H 1.51106 -0.65698 0.99542
O -2.29756 1.63373 -1.26436
C 1.62951 2.68710 1.79738
H 1.62671 2.83656 -1.58219
C -0.68757 -3.48641 0.56696
H 0.38014 -3.60345 0.33190
C -1.24653 -2.15991 0.14132
C -2.02299 0.05183 0.56000
C -1.27641 -1.87327 -1.23916
C -1.79549 -0.64127 -1.68625
H -1.48755 -1.44427 2.10883
H -2.00117 0.92030 1.23545
C 1.43880 1.27530 1.95255
H 1.35402 4.20921 0.33136
H -1.62441 2.20480 -0.88437
C 1.51743 0.97234 -0.43236
H -1.12778 -4.37968 0.14362
H -1.98044 -0.66626 -2.75776
H 0.45538 -0.32911 -1.75555
H -0.61213 -3.55249 1.66393
H 1.98562 0.47328 -2.39313
C 1.52167 -0.06449 -1.52072
C -1.59860 -1.13486 1.08565
H -0.95591 -2.76987 -1.77728
H 1.28162 1.02647 3.00633
C 1.51896 3.15024 0.49769
C 1.58449 2.32643 -0.63663
H 1.58049 3.22243 2.72082
C -2.12056 0.35356 -0.80817
H 1.98823 -1.00946 -1.28725
C 1.46096 0.42820 0.88598
```

As for the orbital gap: 9.463 eV. The multiplicity is 1. For the total energy, the calculation gives -16823.6071 eV. Its energy above the lowest of the compared OMol25 structures with the same formula, charge and spin is 37.5 kcal per mole.

=====

9.
Here is one molecule with the formula C15H15FN2OS from the Open Molecules 2025 dataset. Energies are from ωB97M-V with the def2-TZVPD basis set.

Geometry as XYZ:
```
35
C15H15FN2OS | the Open Molecules 2025 dataset | ωB97M-V with the def2-TZVPD basis set
C -1.94512 -1.41272 -2.73826
H 0.47168 0.84286 2.43007
F 0.46093 3.17371 -1.40960
C 0.34376 1.90218 0.57423
H -2.08098 0.73107 -2.47204
N -1.03884 2.04933 0.54864
C 2.47723 2.37330 -0.48657
C 0.75522 -2.75000 1.43212
H -2.47301 -0.49029 1.91018
C 3.12892 1.67447 0.51675
H -1.20451 -1.35289 -3.53177
H 3.01702 2.82827 -1.30170
C 1.10460 2.48078 -0.44359
C 2.40103 1.12575 1.55785
C 1.02377 1.24491 1.59602
C 0.89044 -1.68621 -0.70593
H -1.38829 2.86984 0.06877
C -1.88740 -0.16068 -1.87159
H -0.74083 -1.98097 2.75372
C -0.27776 -1.90374 1.78030
H -2.64428 -0.22268 -1.08046
O -0.59147 0.05847 -1.32754
N -1.74962 -0.06654 1.34300
H -2.93286 -1.50320 -3.18126
H 4.20213 1.57230 0.48862
S -3.54083 1.81665 1.23599
C -2.00834 1.22986 1.02256
H -1.74409 -2.29914 -2.13905
C -0.16890 -0.84729 -0.38244
C 1.36096 -2.62347 0.19324
H 1.09358 -3.49889 2.13146
C -0.72933 -0.92051 0.90230
H 2.18240 -3.26709 -0.08031
H 1.32566 -1.59077 -1.68845
H 2.90712 0.60335 2.35473
```

As for the orbital gap: 8.491 eV. The multiplicity is 1. For the total energy, the calculation gives -34378.9993 eV. Its energy above the lowest of the compared OMol25 structures with the same formula, charge and spin is 28.0 kcal per mole.

=====

> Among the records above, which one has the highest multiplicity?

C22H28N3O3PRhS3

=====

> multiplicity of number 7 (C22H28N3O3PRhS3)?

6